[1]
The following is a DFT calculation (ωB97M-V/def2-TZVPD) of a molecular structure, C40H52As2GeN4S4W at a distorted geometry.

Structure (XYZ):
```
104
Properties=species:S:1:pos:R:3:forces:R:3
W 0.190290 -0.436681 0.230989 -1.13 -2.43 0.88
C -3.109793 -0.619101 3.706800 -0.02 -0.02 -0.03
C -3.683196 0.203016 2.557140 0.14 -0.04 0.01
C -2.677752 0.765630 1.547488 -0.03 0.11 -0.08
N -1.941867 -0.211536 0.717292 -0.20 -0.02 -0.31
C -2.574824 -1.055981 -0.026032 -0.23 -0.18 -0.10
C -4.000729 -1.137083 -0.186736 0.05 0.05 -0.01
C -4.738188 -2.249021 -0.425368 0.00 -0.09 0.06
C -4.281982 -3.588382 -0.557874 -0.02 0.06 -0.01
C -3.014757 -3.991227 -0.850078 0.02 0.02 -0.07
C -1.898346 -3.176198 -1.157678 0.19 -0.08 0.00
C -1.711987 -1.843624 -0.913426 -0.60 0.48 -0.33
N -0.676523 -1.066916 -1.452847 0.49 0.00 0.28
C -0.147235 -1.485014 -2.753340 -0.05 0.18 -0.10
C 1.327929 -1.856776 -2.762978 -0.03 -0.06 0.08
C 1.822393 -2.650133 -1.567961 -0.06 0.05 0.01
N 1.274995 -2.218588 -0.261666 0.30 0.10 0.20
C 1.401259 -3.157005 0.696987 0.14 0.09 -0.03
C 2.429035 -4.116189 0.667315 0.01 -0.02 0.02
C 2.638433 -5.240309 1.442367 -0.04 0.00 -0.08
C 1.799665 -5.819175 2.385523 -0.04 0.02 0.03
C 0.617384 -5.287485 2.864185 0.05 -0.02 0.02
C 0.063929 -4.035734 2.632414 0.01 0.08 -0.03
C 0.444458 -3.018910 1.753592 0.14 -0.06 0.24
N -0.170074 -1.817644 1.748967 -0.01 0.09 -0.39
C -0.803252 -1.394449 3.012988 -0.17 -0.02 -0.12
C -2.264237 -1.815548 3.262370 0.04 0.05 -0.03
H -3.944324 -0.970931 4.314483 -0.01 0.03 0.00
H -2.505974 0.023105 4.355144 0.00 -0.03 0.04
H -4.177413 1.083724 2.973454 -0.06 -0.02 -0.01
H -4.454893 -0.385516 2.062611 -0.02 0.03 0.00
H -1.947636 1.363981 2.088257 0.01 0.01 -0.02
H -3.184668 1.452910 0.866118 -0.01 0.01 -0.01
H -4.528163 -0.198456 -0.058543 0.01 0.01 -0.03
H -5.812834 -2.109555 -0.448048 0.00 -0.01 -0.02
H -5.038209 -4.360341 -0.490603 -0.01 0.01 0.00
H -2.861397 -5.054949 -0.984921 0.01 0.00 0.00
H -1.076010 -3.688378 -1.646019 -0.02 -0.01 -0.02
H -0.297257 -0.646078 -3.438909 -0.03 0.02 0.01
H -0.758816 -2.303350 -3.130284 -0.01 0.01 -0.02
H 1.930541 -0.966489 -2.894878 0.01 -0.01 -0.07
H 1.512989 -2.460985 -3.653233 0.02 0.00 0.00
H 2.913255 -2.597840 -1.565057 -0.01 -0.04 0.00
H 1.547696 -3.702295 -1.689450 0.00 0.00 -0.02
H 3.208766 -3.913165 -0.055227 0.00 -0.01 0.01
H 3.567137 -5.763226 1.246120 -0.03 -0.04 -0.03
H 2.104396 -6.775667 2.790268 0.00 0.00 0.00
H 0.065970 -5.906332 3.562139 0.03 0.02 0.04
H -0.833467 -3.830368 3.199546 0.02 0.01 0.03
H -0.733828 -0.307975 3.060978 -0.01 0.01 0.00
H -0.169562 -1.759100 3.824326 0.04 0.10 0.02
H -2.295240 -2.573876 4.046536 0.03 -0.02 -0.01
H -2.684473 -2.277380 2.364985 -0.03 -0.03 0.02
S 2.511244 3.529103 1.674764 0.02 0.19 0.00
As 0.799028 2.099545 1.805431 0.38 1.02 0.02
S 1.791694 0.136460 2.002815 -0.10 0.75 -0.69
S -0.328334 1.984905 -0.121758 1.02 -0.44 0.95
S -0.147349 2.880309 3.436953 -0.22 -0.15 0.08
C -4.466449 3.255760 -1.140641 -0.01 -0.02 0.00
C -4.335722 2.345114 -2.356072 -0.04 0.05 -0.04
As -2.588328 1.453934 -2.547132 -0.23 0.25 -0.16
C -3.019334 0.566564 -4.248234 -0.04 -0.14 -0.04
C -3.855904 -0.697803 -4.079363 0.03 0.02 0.00
C -1.685114 2.999576 -3.366300 0.10 0.04 0.01
C -0.245034 2.721597 -3.781168 -0.03 0.02 0.00
H -5.358302 3.877425 -1.223410 0.01 0.01 0.01
H -3.611148 3.926145 -1.036076 0.00 0.00 0.00
H -4.562357 2.690469 -0.211781 0.04 -0.02 0.00
H -4.467777 2.922164 -3.274211 -0.04 -0.01 0.00
H -5.112621 1.577660 -2.352949 0.01 -0.01 0.02
H -2.087285 0.344089 -4.772438 0.02 -0.01 0.02
H -3.550182 1.302940 -4.855518 -0.01 -0.01 -0.01
H -3.315964 -1.469140 -3.522941 0.01 0.00 0.02
H -4.128641 -1.117184 -5.048228 0.00 -0.02 0.01
H -4.783341 -0.494044 -3.540932 -0.01 -0.01 0.00
H -1.726409 3.826733 -2.654192 0.01 -0.01 0.01
H -2.279940 3.292508 -4.233841 -0.03 0.01 0.02
H 0.371079 2.459150 -2.919240 0.00 -0.03 0.02
H 0.198367 3.600219 -4.253634 0.01 -0.01 -0.01
H -0.182570 1.901690 -4.500745 0.01 0.00 0.01
Ge 2.312429 0.566389 -0.993889 0.76 0.29 -0.42
C 3.144383 2.364429 -0.575501 -0.32 0.08 0.21
C 3.858869 2.654688 0.664509 0.14 -0.12 -0.04
C 4.821086 3.764119 0.663270 0.01 -0.01 -0.02
C 4.915656 4.601687 -0.398629 -0.02 0.01 -0.02
C 4.085604 4.375745 -1.516048 0.02 0.00 -0.01
C 3.224615 3.289882 -1.602563 0.02 -0.04 0.01
C 4.008207 -0.436131 -0.917191 -0.01 -0.15 -0.04
C 4.729800 -0.528964 -2.111032 -0.01 0.05 0.04
C 5.906760 -1.262522 -2.185076 0.00 0.02 -0.01
C 6.389662 -1.913268 -1.059214 -0.01 0.00 0.00
C 5.696887 -1.816490 0.140141 0.00 0.01 0.00
C 4.516577 -1.086699 0.208380 -0.02 0.00 0.00
H 2.253725 0.887939 -2.507490 -0.33 0.06 0.04
H 4.171201 1.788160 1.244877 -0.03 -0.01 -0.01
H 5.397756 3.931233 1.565020 0.00 -0.02 0.00
H 5.600412 5.437495 -0.390043 -0.01 0.01 0.00
H 4.131591 5.072863 -2.344774 0.01 0.00 0.00
H 2.647519 3.145678 -2.506461 0.01 0.00 -0.01
H 4.370080 -0.021178 -3.000029 0.00 -0.03 -0.02
H 6.446846 -1.322052 -3.120926 0.00 0.00 0.00
H 7.306104 -2.485621 -1.113808 0.00 0.00 0.00
H 6.077914 -2.306387 1.027397 0.00 0.00 0.00
H 4.000696 -1.036390 1.159694 -0.04 -0.01 0.00
```
Forces are in eV/Å.

Calculated values
**Net charge**: +2
**Calculated total energy**: -9982.1647 hartree
**HOMO**: -12.6 eV

***

[2]
The following is a DFT calculation (ωB97M-V/def2-TZVPD) of a molecular structure, C40H52N2NiO8Se at a distorted geometry.

Structure (XYZ):
```
104
Properties=species:S:1:pos:R:3:forces:R:3
Ni -1.556331 -1.348778 -0.399771 0.12 -0.14 0.19
C 2.481123 2.625622 4.361022 0.62 -0.04 -0.05
C 1.023905 2.492790 4.820483 -0.08 -0.09 -0.07
C 0.931429 1.493749 5.980220 0.06 -0.37 0.59
C 0.556161 3.859500 5.328142 -0.28 0.55 0.04
C 0.192263 1.975244 3.652333 -0.14 0.09 -0.08
C 0.501843 0.747482 3.082295 0.19 -0.05 0.21
C -0.211703 0.254675 2.005171 0.30 -0.23 0.22
Se 0.322539 -1.435068 1.233773 0.26 0.46 -0.06
C 1.587952 -0.706447 -0.026494 0.12 -0.15 0.50
C 2.891405 -0.547573 0.406782 0.41 0.14 -0.05
C 3.856222 0.006635 -0.435353 -0.41 -0.15 0.13
C 3.416702 0.401045 -1.700536 0.11 0.09 -0.03
C 2.114345 0.282294 -2.165908 -0.02 -0.20 0.54
C 1.132462 -0.338990 -1.314289 -0.47 -0.19 -0.32
O -0.086282 -0.580657 -1.687550 0.05 -0.08 0.22
C 1.829924 0.791876 -3.571365 0.07 0.04 -0.31
C 2.593483 -0.090001 -4.578320 0.30 -0.30 -0.09
C 0.351019 0.774688 -3.948232 -0.69 0.07 -0.10
C 2.308506 2.248289 -3.712137 0.00 0.66 0.02
C 5.312975 0.179241 -0.039152 0.02 -0.02 0.04
C 5.720250 1.655888 -0.172134 0.36 0.42 0.22
C 5.569316 -0.253591 1.409062 0.01 -0.18 0.43
C 6.195434 -0.679498 -0.958844 0.29 -0.27 -0.40
C -1.289395 0.957251 1.429769 -0.54 -0.08 -0.52
O -1.955212 0.480652 0.416985 0.25 -0.06 0.30
C -1.635571 2.220481 2.027342 0.54 -0.45 0.23
C -0.882873 2.680038 3.102583 -0.11 0.14 -0.03
C -2.809091 2.995159 1.471106 -0.23 0.46 -0.14
C -2.555080 3.291801 -0.015318 0.19 0.02 -0.61
C -3.037953 4.337835 2.191152 0.08 0.25 0.23
C -4.081403 2.155281 1.615261 -0.56 -0.38 0.02
H 3.114654 2.992254 5.191938 -0.17 -0.10 -0.30
H 2.901924 1.654879 4.023396 -0.30 0.53 0.18
H 2.561780 3.335272 3.514876 -0.06 -0.32 0.38
H 1.532853 1.844004 6.846766 -0.22 -0.20 -0.39
H -0.114012 1.369136 6.326725 0.47 0.13 -0.24
H 1.293251 0.487329 5.689688 -0.14 0.55 0.13
H 1.193603 4.193609 6.169694 -0.23 -0.19 -0.33
H 0.619754 4.638762 4.536613 -0.05 -0.47 0.42
H -0.493164 3.829232 5.693646 0.58 -0.02 -0.22
H 1.326826 0.155002 3.491702 -0.27 0.12 -0.21
H 3.155477 -0.855723 1.421821 -0.17 0.06 -0.35
H 4.156591 0.843145 -2.373635 -0.19 -0.11 0.14
H 2.272427 -1.146388 -4.479388 0.12 0.48 -0.05
H 2.390622 0.243331 -5.611420 0.12 -0.10 0.27
H 3.690891 -0.061196 -4.396848 -0.64 0.01 -0.15
H -0.087505 -0.230734 -3.847211 0.30 0.59 -0.05
H -0.232395 1.437892 -3.281443 0.22 -0.38 -0.32
H 0.221272 1.131175 -4.989271 0.14 -0.08 0.32
H 3.395345 2.369978 -3.554308 -0.44 -0.11 -0.08
H 2.070178 2.632643 -4.723886 0.12 -0.19 0.35
H 1.792021 2.909943 -2.981079 0.28 -0.48 -0.38
H 5.092534 2.297239 0.477500 0.22 -0.34 -0.33
H 6.777363 1.788222 0.157799 -0.54 -0.03 -0.30
H 5.620676 2.023046 -1.210170 0.07 -0.17 0.46
H 4.962746 0.333565 2.128409 0.30 -0.27 -0.38
H 5.342919 -1.327135 1.568497 0.06 0.53 -0.13
H 6.634686 -0.105983 1.659871 -0.34 0.00 -0.08
H 6.084087 -0.383462 -2.025374 0.05 -0.16 0.64
H 7.260872 -0.571204 -0.681379 -0.31 -0.02 -0.13
H 5.931663 -1.754868 -0.880267 0.06 0.59 -0.01
H -1.146303 3.643769 3.540345 0.06 -0.30 -0.14
H -1.641316 3.906451 -0.146608 -0.35 -0.30 0.13
H -2.433429 2.347474 -0.579803 -0.03 0.56 0.32
H -3.391450 3.859032 -0.456547 0.10 -0.14 0.17
H -2.158164 5.006203 2.110918 -0.35 -0.29 -0.04
H -3.900916 4.861218 1.735195 0.35 -0.27 0.19
H -3.245097 4.203230 3.271997 0.01 0.01 -0.50
H -3.979181 1.209844 1.051630 -0.07 0.45 0.35
H -4.291828 1.928605 2.679847 0.18 0.06 -0.45
H -4.960115 2.701402 1.224646 0.31 -0.12 0.05
O -4.011544 -4.977118 5.173181 -0.06 0.03 -0.53
C -4.257934 -5.260359 3.974233 -0.38 -0.68 0.56
O -4.902218 -6.233770 3.510459 0.38 0.50 0.09
C -3.706586 -4.277687 2.939841 0.31 0.74 -0.46
C -3.474550 -2.930405 3.279347 -0.12 -0.30 0.21
C -3.009704 -2.042334 2.323647 -0.13 -0.09 -0.28
N -2.709709 -2.418912 1.070937 -0.07 -0.43 -0.05
C -2.882658 -3.716749 0.729794 -0.22 0.53 1.10
C -3.409443 -4.652542 1.623018 0.02 -0.13 -0.34
C -2.383534 -4.093529 -0.635254 0.86 0.25 -1.04
O -2.844700 -5.083737 -1.220780 0.21 0.37 0.42
O -1.448022 -3.314241 -1.096641 -0.90 -0.49 0.40
H -3.653257 -2.575420 4.303115 0.03 -0.35 -0.50
H -2.869063 -0.988491 2.570323 0.05 -0.20 -0.20
H -3.553765 -5.675209 1.247072 -0.03 0.52 0.44
O -3.266904 -0.211118 -3.983890 0.54 -0.44 -0.83
C -2.826120 -1.129505 -3.133263 -0.61 0.40 2.80
O -3.065759 -1.044779 -1.901993 0.45 0.04 -3.05
C -2.101548 -2.282555 -3.781153 0.83 -0.17 0.31
N -1.665744 -1.876310 -5.137362 0.26 0.03 -0.19
C -2.018252 -2.943173 -6.083378 -0.35 -0.06 -0.42
C -2.423948 -4.148465 -5.224942 0.47 -0.23 -0.24
C -3.033339 -3.490146 -3.994075 -0.75 -0.01 0.38
H -1.248527 -2.580868 -3.138899 -0.55 0.22 -0.22
H -0.668444 -1.675493 -5.173521 -0.36 -0.04 0.20
H -2.824302 -0.477250 -4.873759 -0.41 0.18 1.28
H -1.187822 -3.141580 -6.781555 -0.31 0.04 0.24
H -2.888616 -2.597503 -6.673337 0.30 -0.26 0.04
H -1.520028 -4.726221 -4.942684 -0.45 0.26 -0.04
H -3.104577 -4.823237 -5.759503 0.10 0.13 0.19
H -3.076271 -4.145029 -3.096964 0.12 0.44 -0.56
H -4.073664 -3.133398 -4.215009 0.72 -0.25 0.08
```
Forces are in eV/Å.

Calculated values
**Net charge**: -2
**Spin multiplicity**: 3
**Calculated total energy**: -6176.8368 hartree
**HOMO (alpha / beta)**: -2.6 / -2.6 eV

***

Which of these has the lowest calculated total energy?
C40H52As2GeN4S4W